This record from the OMol25 dataset describes C65H158F6LiN11O25S2 as an isolated structure. The level of theory is wB97M-V/def2-TZVPD.

Each line ends with the Löwdin charge.
Cartesian coordinates (Å):
H  14.51  -8.78  -3.24  0.1177
H  8.93  -7.05  0.10  0.1181
H  10.74  -8.62  -0.52  0.1108
F  0.86  4.16  -0.17  0.1061
C  -4.06  7.39  8.32  -0.2196
C  6.67  3.73  -1.41  -0.1995
H  6.66  0.66  1.92  0.0981
H  -15.65  2.98  -4.22  0.0804
H  -4.27  3.86  5.01  0.0910
H  -3.16  -7.37  11.95  0.1227
C  -8.37  3.99  -2.33  -0.2132
F  -1.27  4.21  -0.59  0.1488
H  5.65  3.21  -3.02  0.1220
H  -6.60  -9.55  12.64  0.1102
H  4.83  10.77  -0.16  0.0684
H  -1.73  0.53  -7.06  0.0885
C  -7.78  6.04  -1.34  -0.1230
H  -4.02  -12.49  3.44  0.1118
C  7.29  -10.23  -6.83  -0.2252
C  6.55  0.48  -3.25  -0.2403
N  2.57  3.30  -8.25  -0.0673
C  -12.76  -2.28  -2.55  -0.2489
C  3.36  14.63  3.89  -0.2256
C  7.38  3.07  -0.16  -0.1978
H  -15.41  0.64  -2.81  0.1158
O  3.57  12.92  -1.31  -0.0452
C  -8.67  4.50  -3.77  -0.1920
C  7.12  1.63  1.76  -0.0801
H  5.61  12.94  -1.41  0.1280
H  -2.03  -8.99  3.55  0.1153
H  13.89  -7.08  -3.42  0.1168
O  9.40  -11.19  -7.09  -0.2044
H  -4.67  6.82  7.61  0.1112
H  16.85  -7.98  -2.18  0.0777
C  -5.00  -9.20  11.30  -0.2013
O  -14.07  1.60  -3.96  -0.2053
C  -14.92  0.45  -3.77  -0.2173
C  -9.41  -1.13  -3.62  -0.1023
H  1.36  6.83  -6.98  0.0847
H  -8.94  3.67  -4.42  0.1011
N  11.82  -7.29  -1.72  -0.0558
C  14.03  -7.93  -2.75  -0.2326
H  -4.21  -9.59  11.94  0.1170
C  0.82  11.85  4.07  -0.1969
O  -5.72  5.59  -6.81  -0.1932
N  5.90  -10.19  -7.32  -0.0527
H  -5.23  9.80  7.83  0.0802
H  -4.56  -6.40  11.72  0.1145
H  1.92  -8.52  -4.89  0.0813
H  8.40  2.85  -0.46  0.1166
H  0.46  -10.67  -0.33  0.0809
O  -1.36  1.32  -1.33  -0.3011
H  9.49  -5.15  2.01  0.0864
N  -4.39  -8.17  10.47  -0.0686
C  10.40  -11.76  -7.96  -0.0896
C  4.77  12.46  -3.27  -0.0683
C  -14.73  2.85  -3.66  -0.0945
H  5.36  -9.12  -5.52  0.1137
H  1.52  11.04  3.86  0.1118
C  -14.19  -0.87  -3.92  -0.1748
H  -13.38  -3.16  -2.75  0.1243
C  2.64  -7.74  -5.11  -0.0814
C  -3.10  -6.10  10.19  -0.2276
C  -4.79  4.56  5.66  -0.1384
C  5.10  -1.21  -2.48  -0.0453
H  -7.37  3.56  -2.21  0.1121
C  -3.25  -14.92  4.07  -0.1141
H  10.28  -11.22  -8.90  0.0793
H  8.02  1.68  -2.29  0.1220
H  9.74  -5.77  -0.80  0.1179
H  7.83  -9.32  -7.09  0.1282
H  -5.24  -7.84  10.03  0.0967
C  1.06  -0.79  2.32  -0.6613
H  12.33  -6.76  -1.03  0.1003
H  -3.15  11.12  4.04  0.0837
H  -0.42  11.74  2.29  0.1179
C  4.76  12.37  -1.78  -0.5000
H  -6.86  3.42  -5.52  0.0986
H  6.97  2.39  2.53  0.0965
C  1.54  5.98  -6.33  -0.1057
H  -0.21  -8.51  1.96  0.1068
H  -6.49  8.58  7.79  0.0848
H  5.48  -11.08  -7.08  0.1110
O  14.82  -7.47  -1.67  -0.1959
C  3.74  -9.03  -6.87  -0.2496
H  -4.02  -15.03  4.84  0.0798
H  -7.22  4.29  -7.50  0.0794
H  -3.27  7.95  7.82  0.1225
H  5.82  4.31  -1.06  0.1200
H  9.82  -8.03  -1.83  0.1156
H  10.19  -12.81  -8.15  0.0809
H  7.33  -10.39  -5.76  0.1222
H  5.51  11.78  -3.69  0.0781
H  -4.30  5.53  5.50  0.0647
H  11.43  -11.68  -7.62  0.0838
O  -4.85  8.26  9.15  -0.1692
C  -1.56  -4.29  10.11  -0.0952
H  -15.75  0.53  -4.48  0.1093
H  -0.86  -4.89  9.52  0.0820
H  2.70  16.74  2.61  0.0846
H  11.22  -4.90  2.35  0.0817
H  3.64  17.33  4.02  0.0828
H  -4.99  5.74  -4.95  0.1189
C  4.80  10.88  -1.24  -0.0502
H  -4.26  -12.62  5.17  0.1166
H  -2.35  -6.63  9.61  0.1128
H  1.78  -9.75  0.40  0.0849
H  -8.20  -7.07  12.87  0.0894
H  1.96  17.71  3.85  0.0845
H  -2.05  -3.52  9.52  0.0829
H  -1.28  -9.46  1.07  0.1167
C  16.18  -7.13  -2.07  -0.0869
H  -1.35  4.58  7.20  0.1115
H  -9.04  -7.32  11.27  0.0901
N  -13.47  -1.07  -2.66  -0.0748
O  0.45  -10.52  1.76  -0.1925
H  4.00  10.25  -1.63  0.0786
H  3.45  12.52  -0.45  0.0782
H  4.44  5.01  -7.54  0.1142
C  -0.55  11.56  3.36  -0.2314
H  -9.07  3.18  -2.12  0.1179
C  1.25  1.28  -8.35  -0.1546
F  2.16  -1.25  1.81  0.1325
H  -0.90  -3.73  10.77  0.0781
H  -3.03  6.85  10.10  0.1194
C  -2.88  12.07  3.58  -0.1140
H  1.70  5.14  -8.73  0.0978
O  -2.58  -13.68  4.28  -0.2014
H  -3.62  -14.99  3.05  0.0886
H  -1.27  -11.77  3.13  0.1069
C  -2.33  5.01  7.36  -0.2070
H  5.70  10.39  -1.62  0.0646
O  2.90  5.48  -6.31  -0.1901
C  12.62  -8.39  -2.28  -0.2000
H  3.66  6.52  -8.07  0.1156
H  16.69  -6.47  -1.37  0.0822
H  -7.88  5.75  -5.18  0.1010
O  6.62  2.06  0.51  -0.2360
O  -10.68  -1.20  -2.97  -0.1808
C  -3.50  -12.56  4.39  -0.2063
H  7.42  3.95  0.48  0.1185
H  -0.55  -9.65  4.09  0.1141
H  10.65  -4.15  0.97  0.0810
H  2.11  3.32  -7.35  0.0939
H  -4.38  4.44  -5.78  0.1201
C  1.64  2.58  -9.11  -0.1884
H  -2.92  3.02  6.80  0.1144
H  -11.79  -2.36  -4.38  0.1134
H  4.80  -1.70  -1.55  0.0833
H  0.64  11.87  5.14  0.1144
H  4.30  14.75  4.43  0.1183
H  7.64  -12.26  -7.55  0.1215
C  -1.28  -9.74  3.28  -0.2150
C  10.56  -7.71  -1.09  -0.2132
O  -0.18  1.43  -8.07  -0.2026
S  -0.01  1.78  -1.00  0.6813
C  -0.58  -9.53  1.90  -0.1958
H  -1.50  6.55  8.28  0.0969
H  3.18  4.88  -9.62  0.1216
C  -6.23  4.67  -7.77  -0.1154
O  10.66  -6.33  0.95  -0.1985
H  -13.46  -0.93  -4.73  0.1141
C  -3.85  -7.04  11.18  -0.2136
H  0.88  5.17  -6.65  0.0805
H  -5.37  -9.97  10.62  0.1184
O  -1.56  12.32  3.93  -0.1931
H  -7.89  6.57  -0.39  0.0820
N  0.98  0.99  0.18  -0.3418
O  -8.65  4.94  -1.32  -0.1891
H  3.83  12.17  -3.75  0.0847
C  9.90  -6.66  -0.20  -0.2302
H  -6.32  9.65  9.14  0.0841
H  -6.71  5.86  -1.31  0.0863
H  4.95  13.48  -3.59  0.0807
C  -0.70  0.37  -7.36  -0.1635
H  -12.44  -2.37  -1.51  0.1183
H  8.19  1.50  1.64  0.0915
H  8.08  -11.01  -8.65  0.1180
H  3.48  -7.81  -4.42  0.0795
H  -3.54  12.86  3.95  0.0910
O  2.52  15.67  4.36  -0.1928
H  -2.57  -15.72  4.34  0.0835
H  -8.83  -8.71  12.33  0.0835
H  16.17  -6.67  -3.06  0.0773
H  1.79  1.13  -7.42  0.1165
H  1.63  -11.57  0.50  0.0865
H  7.33  -0.12  -3.72  0.1285
H  -2.17  -11.17  5.32  0.1149
N  6.12  2.72  -2.27  -0.0830
F  0.35  -1.81  2.85  0.1341
H  -9.57  5.12  -3.74  0.1210
H  4.20  -0.75  -2.89  0.0923
N  -7.54  5.18  -4.41  -0.0562
H  2.04  2.50  -10.12  0.1193
H  -14.06  3.68  -3.90  0.0816
H  7.38  4.38  -1.91  0.1244
O  -2.49  -5.05  10.92  -0.1958
C  8.07  -11.26  -7.59  -0.2384
H  -0.14  0.03  -6.49  0.0878
H  3.53  -9.17  -7.93  0.1184
F  -0.53  3.23  1.22  0.1404
C  2.75  13.28  4.29  -0.2173
H  5.78  0.59  -4.01  0.1226
C  2.69  16.91  3.68  -0.0988
O  6.05  -0.13  -2.06  -0.2261
H  2.46  13.27  5.34  0.1127
H  -8.95  -2.11  -3.63  0.0797
C  -11.48  -2.32  -3.34  -0.2336
O  -0.06  -1.23  -0.15  -0.3339
H  -3.03  11.94  2.50  0.0866
S  0.06  -0.11  0.80  0.5569
H  -14.90  -1.70  -4.00  0.1208
C  -6.49  4.24  -4.90  -0.2001
H  -12.77  -0.35  -2.55  0.1053
H  -9.51  -0.90  -4.68  0.0804
O  -7.17  -7.98  11.43  -0.2250
C  2.69  4.70  -8.66  -0.2381
O  0.85  2.09  -2.14  -0.3537
C  -5.33  4.95  -5.61  -0.2194
H  -0.83  -0.53  -7.95  0.0791
C  -5.75  9.06  8.43  -0.1330
C  1.12  -10.61  0.53  -0.1226
H  1.02  13.86  3.75  0.0991
H  -0.79  10.50  3.44  0.1130
C  7.12  1.84  -2.89  -0.1825
H  1.18  6.44  -5.42  0.0847
O  -4.68  4.19  7.01  -0.2043
H  -5.80  -8.07  13.04  0.1140
H  -2.48  5.72  6.55  0.1023
C  -6.13  -8.68  12.19  -0.1883
H  3.48  12.48  4.19  0.1151
H  -3.56  -10.43  4.45  0.1192
F  1.34  0.22  3.15  0.1332
C  -3.34  6.37  9.17  -0.2046
N  -1.94  -11.02  3.21  -0.0652
H  -10.94  -3.24  -3.10  0.1210
C  -3.32  3.83  7.40  -0.1635
H  -8.08  6.65  -2.19  0.0798
H  5.55  -2.01  -3.07  0.0938
H  0.71  3.14  -9.13  0.1095
H  -3.79  -5.65  9.47  0.1200
H  -5.82  4.72  5.34  0.0909
H  12.81  -9.16  -1.53  0.1073
H  1.28  0.37  -8.94  0.1153
N  1.52  13.01  3.52  -0.0632
C  -8.40  -7.75  12.05  -0.1167
H  12.12  -8.98  -3.05  0.1161
H  -14.93  2.92  -2.59  0.0823
H  5.57  -8.14  -6.97  0.1275
H  -5.49  3.92  -8.03  0.0912
O  3.23  -7.79  -6.42  -0.1982
H  2.11  -6.78  -5.05  0.0869
H  -6.13  3.73  -4.01  0.1087
H  3.12  -9.88  -6.58  0.1167
C  5.23  -9.11  -6.61  -0.2296
H  -4.05  5.57  9.38  0.1166
C  -0.29  3.49  -0.05  -0.6548
Li  4.42  1.39  -0.62  0.7821
H  -6.40  5.22  -8.70  0.0842
C  3.49  5.53  -7.64  -0.1978
N  -2.12  5.81  8.58  -0.0750
C  10.48  -5.05  1.57  -0.0937
C  -2.78  -11.20  4.41  -0.2137
H  3.58  14.58  2.83  0.1199
H  7.43  2.17  -3.89  0.1248
O  -1.22  0.40  1.31  -0.3342
H  -3.51  3.40  8.38  0.1241
H  -8.68  -0.40  -3.26  0.0851

Its total charge is 0. For the electronic energy, the calculation gives -6457.04826 a.u.